(a)
{
  "formula": "CH4NO2S2",
  "method": "ωB97M-V/def2-TZVPD",
  "multiplicity": 1,
  "lumo_energy_ev": 3.22,
  "e_homo_ev": -4.67,
  "orbital_gap_ev": 7.9,
  "charge": -1,
  "elements": ["N", "C", "O", "O", "H", "H", "S", "S", "H", "H"],
  "xyz": [[0.5033, -1.8876, 1.5885], [-0.1182, -1.5252, 0.3537], [-0.5792, -2.4548, -0.3055], [-0.1091, -0.2617, 0.1666], [0.4039, -1.2512, 2.3542], [0.6372, -2.8628, 1.7709], [-0.6004, 3.7383, -1.5455], [-0.2390, 1.7188, -0.7119], [0.6858, 3.8739, -1.9314], [-0.5843, 0.9124, -1.7396]]
}

(b)
{
  "formula": "CH4NO2S2",
  "method": "ωB97M-V/def2-TZVPD",
  "multiplicity": 1,
  "lumo_energy_ev": 3.58,
  "e_homo_ev": -3.96,
  "orbital_gap_ev": 7.5,
  "charge": -1,
  "elements": ["C", "N", "O", "O", "S", "S", "H", "H", "H", "H"],
  "xyz": [[0.5161, -0.7782, -0.7766], [-0.4649, 0.2027, -0.8447], [-0.5022, 0.4908, 1.7811], [-2.3406, 1.4820, 0.3864], [1.9145, -0.6167, 0.3986], [-1.5452, 0.2900, 0.7279], [1.0873, -0.7710, -1.6722], [0.0248, -1.6461, -0.3920], [0.0973, 1.1048, -0.7381], [1.2129, 0.2419, 1.1296]]
}

Question: which arrangement is favored energetically? Ranking from most to least stable: (a), (b).

(a)
{
  "formula": "C2H2N4",
  "method": "ωB97M-V/def2-TZVPD",
  "multiplicity": 1,
  "lumo_energy_ev": -0.61,
  "smiles": "c1cnnnn1",
  "e_homo_ev": -9.82,
  "orbital_gap_ev": 9.2,
  "elements": ["C", "C", "N", "N", "N", "N", "H", "H"],
  "xyz": [[-0.9723, 0.0980, -0.1680], [0.2427, 0.7386, 0.0024], [1.4568, 0.2771, 0.0121], [1.4768, -0.9682, -0.1315], [0.2956, -1.6972, 0.0235], [-0.8629, -1.1465, 0.1075], [-1.8844, 0.7874, -0.2929], [0.2477, 1.9109, 0.4468]]
}

(b)
{
  "formula": "C2H2N4",
  "method": "ωB97M-V/def2-TZVPD",
  "multiplicity": 1,
  "lumo_energy_ev": -0.89,
  "smiles": "N#CN(N)C#N",
  "e_homo_ev": -10.65,
  "orbital_gap_ev": 9.8,
  "elements": ["N", "C", "N", "N", "C", "N", "H", "H"],
  "xyz": [[1.2190, -0.2830, -3.3111], [1.1143, -0.2324, -2.1750], [1.1682, -0.2690, -0.8421], [0.0981, 0.2193, -0.1893], [1.4920, -1.9643, -0.3823], [1.5856, -3.0122, 0.0733], [0.2546, 0.1924, 0.8432], [-0.8539, 0.0249, -0.4492]]
}

Question: which arrangement is favored energetically? Ranking from most to least stable: (b), (a).